1.
30
Properties=species:S:1:pos:R:3:forces:R:3:lowdin_charge:R:1 method="wB97M-V/def2-TZVPD" smiles=Cn1ccc2c1C(C)(C)c1ccccc1-2 orbital_gap_ev=8.159 multiplicity=1 homo_ev=-7.40
C -3.250986 0.028799 -0.042019 -2.3 2.1 -2.5 -0.02
N -2.117390 0.929783 -0.208828 -1.9 0.7 0.2 -0.12
C -2.212825 2.343963 -0.389593 0.2 -2.4 1.0 -0.08
C -0.976438 2.893550 -0.272715 1.2 0.6 -1.5 -0.02
C -0.067233 1.752403 -0.125777 0.6 0.8 0.0 -0.10
C -0.855722 0.631714 -0.026395 4.2 -2.3 0.7 -0.14
C 0.103237 -0.737684 0.185726 -0.5 2.1 1.3 -0.31
C 0.021624 -1.649605 -0.998410 1.5 -1.1 -0.1 -0.04
C -0.219041 -1.469515 1.579484 0.9 0.0 -3.1 0.01
C 1.455943 -0.027806 0.132916 -0.9 1.4 0.0 -0.16
C 2.683503 -0.581753 0.295394 1.5 1.6 -0.3 -0.04
C 3.844840 0.200351 0.136425 0.5 -0.1 1.2 -0.07
C 3.783067 1.581738 -0.058499 -0.2 -1.7 0.4 -0.11
C 2.550868 2.141294 -0.044217 -2.1 2.8 -2.3 -0.06
C 1.393260 1.373230 -0.077718 -1.6 -0.2 1.0 -0.09
H -3.335826 -0.709364 -0.862912 0.6 0.1 0.5 0.09
H -3.335665 -0.463851 0.914835 0.0 0.2 0.3 0.08
H -4.168097 0.737559 -0.334890 1.6 -1.7 1.3 0.13
H -3.191352 2.701172 -0.286950 -1.1 0.9 -0.4 0.09
H -0.808914 3.977935 -0.577691 0.1 -1.7 0.9 0.12
H -0.520547 -2.577104 -0.924678 -0.8 -0.1 0.3 0.08
H 1.042812 -1.986840 -1.224874 -0.2 -0.1 0.1 0.09
H -0.255708 -1.091487 -1.846203 -0.6 0.5 -1.2 0.08
H 0.237651 -2.414800 1.838818 0.6 -0.4 -0.9 0.08
H -1.203149 -1.668079 1.298393 -2.2 -0.5 1.0 0.04
H -0.028646 -0.907465 2.426456 -0.3 1.8 1.5 0.06
H 2.824722 -1.562698 0.603549 0.1 -1.9 0.3 0.10
H 4.789399 -0.250977 0.454989 -0.1 0.0 -0.7 0.10
H 4.589822 2.247058 -0.202174 1.2 0.1 0.1 0.09
H 2.473139 3.242490 -0.365773 0.0 -1.6 1.0 0.14

2.
39
Properties=species:S:1:pos:R:3:forces:R:3:lowdin_charge:R:1 method="wB97M-V/def2-TZVPD" orbital_gap_ev=6.968 multiplicity=1 homo_ev=-9.58
C 1.852910 -4.175839 -0.653743 -1.6 2.2 -1.3 -0.10
C 3.203981 -3.988141 -0.314852 -1.5 1.7 7.1 -0.23
C 3.391777 -4.457973 1.182808 6.0 -4.4 -3.3 -0.23
C 2.839016 -3.659859 2.196398 -3.6 -1.8 3.3 -0.21
C 3.484662 -2.417157 2.047689 7.8 9.1 5.5 -0.37
O 4.755408 -2.083369 2.423545 -4.9 -3.5 -2.5 -0.06
N 2.867206 -1.154877 2.019068 -8.6 -5.8 -1.8 0.14
C 1.246852 -1.197745 1.745754 5.0 2.9 0.9 -0.46
N 0.412979 -2.151690 1.660374 -0.1 0.4 -0.8 0.06
C -0.786528 -1.570850 1.342471 1.7 0.9 1.9 -0.19
C -0.989591 -0.243010 1.509898 0.6 -0.7 -2.4 -0.61
S 0.561555 0.390762 1.652978 1.6 1.5 0.5 1.12
S -2.336819 0.635334 0.821477 -4.0 3.1 11.0 0.84
O -2.512191 1.792978 2.085437 0.9 -4.0 -5.5 -0.43
O -3.510570 -0.308476 0.790493 3.1 2.0 -1.6 -0.30
C -1.863540 1.529661 -0.509235 -1.9 -3.4 -6.8 -0.29
C -1.289468 2.785326 -0.706506 -2.2 -1.4 12.4 -0.10
C -0.975099 3.343987 -1.788615 -0.9 1.2 -7.1 0.01
C -1.510017 2.649321 -2.958836 6.3 6.4 3.8 -0.14
C -1.895345 1.431684 -2.852738 -4.6 -7.6 -2.8 -0.04
C -2.294754 0.693530 -1.742285 6.1 11.7 3.1 0.11
H -2.655424 -0.129101 -1.468300 -3.2 -7.1 0.5 0.02
H -2.187879 0.905854 -3.768426 0.6 0.4 0.0 0.14
N -0.907430 3.305691 -4.106829 -8.0 -10.2 -6.2 -0.21
O -1.502245 2.417094 -5.195618 3.6 4.3 3.0 -0.10
O -0.558758 4.361040 -4.251091 2.6 4.8 -0.1 0.21
H -0.508014 4.278245 -2.006107 0.2 0.6 0.7 0.13
H -1.359292 3.259069 0.449882 1.1 -0.6 -3.1 0.20
H -1.474232 -2.252522 1.343522 -4.6 -3.5 -0.9 0.07
H 3.200109 -0.255132 2.024224 1.8 1.9 0.0 0.08
H 1.688684 -3.645950 2.159138 2.0 0.3 -0.2 0.13
H 3.020161 -4.222273 3.194005 0.2 1.7 -1.2 0.18
H 3.168045 -5.540498 1.343482 -0.4 0.7 -0.6 0.12
H 4.703103 -4.580068 1.292871 -3.7 0.8 0.1 0.20
H 3.626615 -3.062830 -0.359440 0.9 3.0 -0.4 0.09
H 3.797897 -4.589132 -0.748656 4.1 -4.3 -3.9 0.05
H 1.045327 -3.770659 -0.130571 -0.7 1.8 1.2 0.06
H 1.678170 -5.118077 -0.441886 -1.0 -5.2 0.2 0.05
H 1.702993 -3.981444 -1.651807 -0.7 0.2 -2.6 0.07

3.
39
Properties=species:S:1:pos:R:3:forces:R:3:lowdin_charge:R:1 method="wB97M-V/def2-TZVPD" smiles="N#C[C@](CP(=O)(O)O)(N=C=O)[C@](C#N)(CCCS)c1cccnc1" orbital_gap_ev=8.072 multiplicity=1 homo_ev=-9.63
N 1.561433 3.651574 0.948378 -5.6 -4.0 -1.1 0.19
C 0.634493 2.888838 0.722393 5.5 0.7 0.1 -0.12
C -0.146820 1.543450 0.220788 -0.7 1.1 0.2 -0.35
C 0.040441 1.271381 -1.376281 1.4 1.3 1.1 -0.14
P -1.577274 1.115308 -2.343430 0.0 -1.6 -6.2 0.67
O -1.163907 0.729710 -3.802268 -0.7 1.0 4.5 -0.37
O -2.625370 -0.117919 -1.809810 1.5 1.8 -0.3 -0.21
O -2.388993 2.643727 -2.509731 0.3 -3.6 1.9 -0.17
N -1.634600 1.905069 0.371015 1.3 5.6 0.9 0.10
C -1.706417 3.230781 0.516354 -3.8 2.2 -3.5 -0.17
O -2.081979 4.414841 0.294645 2.8 -7.7 2.2 0.13
C 0.085170 0.264963 1.165946 -0.8 -0.7 1.4 -0.28
C -0.654368 0.630613 2.578734 -3.5 0.5 2.5 -0.14
N -1.393737 0.854103 3.523964 4.6 -1.3 -5.4 0.15
C 1.586678 -0.119341 1.553104 0.6 -0.5 0.8 -0.17
C 2.778185 0.355672 0.601246 1.6 -0.3 0.2 -0.24
C 3.660564 -0.867232 -0.050507 0.0 2.1 -0.3 -0.54
S 4.357935 -2.032513 1.236391 -0.6 0.4 0.1 0.64
C -0.688564 -1.041960 0.559144 -3.1 -2.6 -0.8 -0.09
C -2.150279 -1.457264 1.061114 3.3 -2.8 -4.0 0.04
C -2.654281 -2.769337 0.328792 1.4 1.1 0.0 -0.04
C -1.879444 -3.562254 -0.766619 0.5 3.3 2.4 -0.11
N -0.571409 -3.140439 -1.177732 -2.6 2.3 2.9 0.01
C -0.073968 -1.956819 -0.546829 -0.9 0.6 1.2 -0.09
H 0.802415 0.418360 -1.593053 -1.9 1.3 0.2 0.11
H 0.563647 2.231597 -1.784971 -1.2 -1.6 0.4 0.13
H -2.409177 -0.971765 -2.283786 0.0 1.5 0.4 0.09
H -3.325479 2.444562 -2.255803 0.8 0.5 -0.2 0.08
H 1.797076 0.282469 2.626143 -0.4 -0.6 -2.0 0.13
H 1.635514 -1.278257 1.663158 -0.2 2.1 -0.3 0.11
H 3.545546 0.920349 1.274807 -1.4 -0.9 -1.3 0.12
H 2.517572 1.085432 -0.241762 0.1 -1.1 1.3 0.09
H 4.586367 -0.332859 -0.516349 -1.6 -1.1 0.8 0.08
H 3.130246 -1.387843 -0.923930 0.6 0.4 1.6 0.06
H 3.705141 -1.696436 2.420098 0.3 0.0 -1.3 -0.13
H -2.747512 -0.871143 1.839625 1.0 -1.1 -1.3 0.10
H -3.694887 -3.177208 0.636786 2.0 0.8 -0.6 0.09
H -2.393057 -4.490791 -1.238371 1.3 1.8 0.9 0.12
H 0.973088 -1.611409 -0.921378 -2.0 -1.0 0.7 0.10

4.
39
Properties=species:S:1:pos:R:3:forces:R:3:lowdin_charge:R:1 method="wB97M-V/def2-TZVPD" smiles="N#Cc1cc([N+](=O)[O-])cc2c1no[n+]2[O-].C/C=C/N1CCOCC1" orbital_gap_ev=5.267 multiplicity=1 homo_ev=-7.74
N 4.160403 -4.031775 -0.221618 -1.3 1.9 -0.7 0.18
C 3.498352 -3.135888 -0.573773 0.9 -2.4 0.3 -0.16
C 2.704379 -2.037550 -1.023612 -0.9 0.5 -0.8 -0.14
C 1.465289 -2.080798 -1.668695 1.3 -0.3 0.7 0.10
C 0.758040 -0.873724 -1.958040 1.5 1.6 0.9 -0.12
N -0.528708 -0.960158 -2.583314 -3.2 0.2 -1.6 -0.30
O -0.969672 -2.093147 -2.889006 1.1 2.0 0.8 0.06
O -1.179088 0.095843 -2.811352 1.9 -2.2 0.7 0.06
C 1.261091 0.391342 -1.586849 -1.0 -1.0 -1.4 0.10
C 2.535751 0.412420 -1.029232 1.4 0.9 1.6 -0.10
C 3.263231 -0.756082 -0.730835 1.2 0.0 1.6 -0.20
N 4.361239 -0.551879 0.037748 -2.0 1.2 -1.3 0.16
O 4.359206 0.825234 0.248564 -1.0 0.3 -0.9 0.05
N 3.224979 1.456332 -0.400801 -0.3 -1.0 -0.2 -0.13
O 3.031537 2.656294 -0.299465 0.4 -1.6 -0.1 0.10
H 1.024440 -3.036391 -1.940262 0.0 0.2 0.1 0.14
H 0.733393 1.317586 -1.784643 -0.2 -0.3 0.0 0.12
C -1.133510 3.530324 -0.974895 -0.2 0.4 -0.5 -0.12
C -0.863173 2.299955 -0.194885 -0.5 -0.9 0.6 -0.20
C -1.847721 1.405218 0.086347 0.8 1.1 -0.5 -0.14
N -1.726814 0.315044 0.885644 -0.2 -0.3 0.7 -0.13
C -2.867815 -0.598184 0.948223 0.5 -0.3 -0.4 -0.13
C -2.827617 -1.491673 2.179604 0.2 0.0 0.1 -0.18
O -1.505915 -1.952641 2.465094 -0.1 0.5 -0.1 -0.13
C -0.578103 -0.902185 2.722003 -0.2 -0.1 0.0 -0.17
C -0.463038 0.094060 1.567352 -0.1 -0.4 -0.4 -0.14
H -0.431432 4.329527 -0.716367 -0.1 -0.1 -0.1 0.07
H -1.042844 3.323228 -2.050533 0.0 0.3 0.0 0.07
H -2.151518 3.902336 -0.788777 0.3 -0.1 -0.1 0.08
H 0.168946 2.138778 0.121471 -0.4 0.1 0.2 0.07
H -2.844687 1.538706 -0.359728 0.4 0.0 0.3 0.14
H -3.777842 0.014734 0.966962 0.1 -0.2 0.0 0.12
H -2.895381 -1.229542 0.040291 0.0 0.2 0.2 0.12
H -3.263119 -0.936289 3.036037 0.3 -0.4 -0.1 0.13
H -3.389723 -2.415606 1.979680 -0.1 0.5 0.2 0.13
H -0.839225 -0.332890 3.636930 -0.1 -0.5 -0.2 0.13
H 0.384276 -1.419350 2.852597 -0.3 0.4 0.2 0.13
H 0.298962 -0.266870 0.847224 -0.2 0.1 0.1 0.11
H -0.106570 1.055659 1.964911 -0.1 -0.2 -0.1 0.13

5.
34
Properties=species:S:1:pos:R:3:forces:R:3:lowdin_charge:R:1 method="wB97M-V/def2-TZVPD" smiles="Cc1ccc(OP(=O)(O)Oc2ccc(C)cc2)cc1" orbital_gap_ev=9.555 multiplicity=1 homo_ev=-8.98
C -2.395312 -4.187934 -2.915977 -0.1 0.0 0.0 -0.05
C -2.142323 -2.924499 -2.151713 0.1 0.0 0.1 -0.29
C -2.514111 -1.692229 -2.680921 0.1 0.0 0.2 -0.03
C -2.299482 -0.522245 -1.981596 0.1 0.1 0.2 0.01
C -1.702417 -0.560078 -0.725185 -0.1 -0.4 -0.3 -0.28
O -1.517774 0.651259 -0.103817 0.2 0.2 0.4 -0.08
P -1.011041 0.953194 1.389732 0.0 -0.5 -0.2 0.40
O -0.924798 2.381854 1.605507 0.0 0.1 0.1 -0.19
O -1.988711 0.185061 2.373539 0.1 0.4 -0.1 -0.06
O 0.345688 0.097043 1.573613 -0.8 0.3 0.1 -0.12
C 1.500699 0.611737 0.998351 0.7 0.2 -0.4 -0.30
C 2.042370 -0.027863 -0.105644 -0.2 -0.1 0.2 0.00
C 3.214529 0.450397 -0.661739 0.0 0.1 0.1 -0.04
C 3.850991 1.569278 -0.137546 0.0 0.0 0.0 -0.28
C 5.129025 2.068060 -0.740563 0.0 -0.1 0.0 -0.05
C 3.283945 2.200869 0.962128 0.0 -0.1 -0.1 -0.03
C 2.114468 1.730768 1.532568 -0.2 -0.1 0.1 0.00
C -1.326128 -1.779352 -0.185492 0.0 0.2 0.2 -0.04
C -1.546426 -2.946540 -0.900094 -0.1 0.0 -0.1 -0.04
H -2.113115 -4.067840 -3.959888 0.0 -0.1 -0.1 0.08
H -1.835878 -5.018350 -2.493271 0.0 -0.1 0.0 0.07
H -3.455734 -4.438136 -2.884574 0.0 -0.1 0.0 0.08
H -2.977315 -1.650551 -3.655703 0.0 0.0 -0.1 0.12
H -2.584240 0.434745 -2.388610 0.0 0.1 0.0 0.12
H -1.927357 -0.770296 2.352540 0.0 -0.4 0.0 0.08
H 1.543362 -0.890493 -0.522288 -0.1 -0.1 0.0 0.11
H 3.635696 -0.049758 -1.521724 0.0 -0.1 -0.1 0.11
H 5.104308 1.980800 -1.824447 0.1 0.0 -0.1 0.08
H 5.304949 3.106637 -0.473412 0.1 0.1 0.0 0.07
H 5.968875 1.475941 -0.376082 0.1 0.0 0.0 0.08
H 3.759141 3.076847 1.378229 0.0 0.1 0.0 0.11
H 1.661336 2.225864 2.375870 0.0 0.1 0.1 0.12
H -0.834301 -1.828314 0.774082 0.1 -0.1 0.0 0.10
H -1.243192 -3.889526 -0.468313 0.0 -0.1 0.0 0.11

6.
30
Properties=species:S:1:pos:R:3:forces:R:3:lowdin_charge:R:1 method="wB97M-V/def2-TZVPD" orbital_gap_ev="2.122 / 7.164" s_squared=0.758 multiplicity=2 total_charge=-1 homo_ev="1.02 / -4.11"
C 2.780903 -3.904618 -0.996629 -2.2 0.7 -0.1 -0.08
C 1.536297 -0.462777 0.099607 1.0 -0.4 0.6 -0.08
C 2.370907 0.362684 -0.659829 -0.5 -2.8 -0.3 -0.14
C 1.810764 -1.871365 0.037772 0.9 3.1 -2.0 -0.06
C 2.663867 -2.351166 -0.986093 -0.6 -0.6 0.8 -0.26
C 3.239178 -0.088129 -1.651997 0.6 0.8 -0.4 -0.11
C 3.369073 -1.484811 -1.895355 -1.8 -0.2 1.1 -0.07
H 0.916877 0.162711 0.829563 0.7 -2.0 -0.7 0.08
H 2.194576 1.302707 -0.309349 0.4 3.2 -0.2 0.06
H 1.478017 -2.480747 0.801701 -0.9 -1.5 1.1 0.06
H 3.808333 0.743876 -2.187490 -0.7 -1.6 0.4 0.11
H 2.117230 -4.391658 -1.733695 0.8 0.5 -0.7 0.07
H 2.309238 -4.435512 -0.138317 0.8 1.0 0.3 0.07
H 3.736365 -1.933039 -2.820097 0.5 0.4 0.4 0.09
H 3.795050 -4.149415 -1.092944 1.3 -0.9 -0.3 0.04
C -1.169771 3.059125 1.809050 2.7 1.2 -0.2 -0.13
C -4.327419 1.204793 0.858014 0.1 -2.0 -1.4 -0.17
C -3.552724 2.039894 1.653361 6.1 -3.0 -6.9 -0.12
C -3.770404 0.287233 -0.187487 -3.0 1.4 0.0 -0.17
C -2.141577 2.137095 1.244978 -2.2 -1.3 1.9 -0.33
C -2.444665 0.356434 -0.497741 -0.5 0.4 2.2 -0.17
C -1.663927 1.122288 0.485909 2.1 -1.0 -3.2 -0.13
H -5.352190 1.516050 1.049200 -0.5 -1.4 -0.7 0.06
H -4.029441 2.499079 2.323615 -3.0 4.3 5.3 -0.01
H -4.441146 -0.323929 -0.907827 0.7 1.2 1.4 0.09
H -2.068788 -0.072605 -1.403904 0.6 -0.3 0.0 0.06
H -1.271836 4.104418 1.535787 -0.2 0.3 -1.2 0.06
H -0.053245 2.811320 1.617364 -1.8 0.1 0.2 0.09
H -0.575475 0.983779 0.290430 -0.9 0.9 0.3 0.05
H -1.264077 3.256298 2.832403 -0.2 -0.6 2.1 0.04

7.
30
Properties=species:S:1:pos:R:3:forces:R:3:lowdin_charge:R:1 method="wB97M-V/def2-TZVPD" orbital_gap_ev="2.310 / 6.676" s_squared=0.761 multiplicity=2 total_charge=-1 homo_ev="0.96 / -3.47"
C 2.007964 -1.946408 0.104614 -0.1 0.5 1.8 -0.14
C -0.144517 -1.717624 1.176202 -1.6 -0.1 2.1 -0.16
C 0.538367 -2.153988 0.053751 1.1 0.4 0.6 -0.40
C -1.449497 -2.096454 1.473879 0.2 0.9 0.2 -0.18
C -0.154067 -3.032303 -0.795801 -1.9 -0.2 -0.5 -0.14
C -2.201006 -2.937858 0.592681 0.7 0.1 -1.3 -0.19
C -1.510800 -3.328063 -0.617752 1.6 0.6 1.8 -0.16
H 0.369917 -1.152141 1.979475 -0.2 0.0 -0.7 0.09
H -1.892304 -1.546291 2.326709 0.0 -0.7 -0.3 0.07
H 2.606271 -2.752600 0.657235 -0.5 0.7 -0.3 0.06
H 2.190906 -0.933264 0.583143 0.1 -1.4 -0.3 0.05
H 0.289097 -3.375007 -1.703626 0.5 -0.3 -0.6 0.06
H -3.206938 -3.274375 0.759434 -0.3 0.1 0.2 0.03
H -1.933848 -3.946391 -1.364584 -0.8 -0.6 -0.6 0.05
H 2.387703 -1.874354 -0.857610 1.1 0.0 -2.0 0.02
C 2.575960 1.626809 -0.167715 -0.1 -5.3 1.1 -0.09
C -1.345442 3.132072 -0.527164 -3.1 2.6 -0.5 -0.15
C -0.570690 3.710429 0.492892 -0.3 -0.4 -0.1 -0.13
C -0.990743 2.078688 -1.328332 -0.3 -0.1 -0.3 -0.10
C 0.673458 3.181818 0.677493 3.1 -1.6 -0.4 -0.06
C 0.241885 1.521078 -0.999340 1.7 -2.1 -1.0 -0.06
C 1.221118 2.056852 -0.128741 -5.7 3.2 -0.1 -0.25
H -2.324428 3.679740 -0.754961 1.3 -0.9 0.3 0.11
H -0.913223 4.557946 1.132764 0.1 -0.9 -0.8 0.11
H -1.629090 1.735679 -2.242359 1.2 0.4 2.2 0.14
H 1.356807 3.614327 1.432379 -0.4 -0.2 -0.4 0.10
H 0.489584 0.537445 -1.486879 0.0 1.1 0.3 0.12
H 3.310363 2.272249 -0.375731 2.5 3.1 -0.6 0.03
H 2.727516 0.787574 -0.897155 -0.4 0.7 0.4 0.10
H 2.819726 1.099171 0.771755 0.2 0.4 0.0 0.09

The following E values (in Ha) correspond, in order, to the records above: -597.149437 -1878.703168 -1801.741076 -1192.129932 -1184.930031 -542.886111 -542.958852.